Formula: C5H11NO4
Source: the Open Molecules 2025 dataset
Level of theory: ωB97M-V/def2-TZVPD

The geometry in ORCA input format:
```
! wB97M-V def2-TZVPD RIJCOSX def2/J DEFGRID3
* xyz 0 1
C 2.10 0.58 -0.18
C 2.03 1.47 0.95
C 0.84 -0.72 -0.09
O 0.74 -1.42 -1.27
O 0.69 -1.30 0.95
H 0.93 -0.84 -2.02
H 1.92 1.05 -1.15
H 2.92 -0.14 -0.21
H 2.21 2.52 0.74
H 0.69 1.55 1.06
H 2.46 1.09 1.87
C -2.34 -1.25 -0.79
N -1.95 -0.23 0.16
C -0.98 0.70 -0.09
O -2.09 -0.67 1.47
O -0.61 1.46 0.86
H -1.29 -0.36 1.94
H -0.96 1.02 -1.14
H -1.65 -2.10 -0.74
H -3.34 -1.58 -0.54
H -2.33 -0.83 -1.79
*
```

Atom charges from the Löwdin analysis, given in e for atoms 1 to 4:
1. C -0.143
2. C -0.152
3. C -0.502
4. O 0.061


Formula: C5H11NOS
Source: the Open Molecules 2025 dataset
Level of theory: ωB97M-V/def2-TZVPD

Values from the calculation:
SMILES string: CC(=O)N[C@H](C)CS

The geometry in ORCA input format:
```
! wB97M-V def2-TZVPD RIJCOSX def2/J DEFGRID3
* xyz 0 1
O 1.57 -1.50 -0.18
C 1.64 -0.22 -0.19
N 0.46 0.47 -0.10
C -0.79 -0.37 -0.14
C -1.04 -0.34 1.45
S -2.74 -0.69 2.09
C -1.72 0.27 -1.26
C 2.91 0.53 -0.24
H 0.51 1.41 0.08
H -0.53 -1.35 -0.40
H -0.32 -1.04 1.88
H -0.75 0.72 1.69
H -3.21 -1.21 0.96
H -2.74 0.42 -0.92
H -2.00 -0.29 -2.19
H -1.06 1.04 -1.79
H 3.73 0.07 -0.88
H 3.22 0.49 0.77
H 2.87 1.56 -0.64
*
```

Atom charges from the Löwdin analysis, given in e for atoms 1 to 4:
1. O -0.025
2. C -0.486
3. N 0.031
4. C -0.314


Formula: C5H11NOS
Source: the Open Molecules 2025 dataset
Level of theory: ωB97M-V/def2-TZVPD

The geometry in ORCA input format:
```
! wB97M-V def2-TZVPD RIJCOSX def2/J DEFGRID3
* xyz 0 1
C -0.37 -0.08 1.65
C 0.41 -1.34 2.02
C 0.01 -0.96 -1.38
C 0.13 1.54 -1.91
C -0.34 0.40 -0.96
N 0.39 0.67 0.34
O -0.33 1.02 2.47
S 0.11 2.11 1.26
H -1.40 -0.27 1.37
H -0.12 -1.89 2.75
H 1.32 -1.11 2.53
H 0.57 -1.84 1.06
H -0.37 -1.28 -2.31
H 1.10 -0.97 -1.32
H -0.32 -1.57 -0.63
H 1.20 1.52 -1.63
H -0.36 2.48 -1.54
H -0.17 1.28 -2.89
H -1.48 0.30 -0.91
*
```

Atom charges from the Löwdin analysis, given in e for atoms 1 to 4:
1. C -0.438
2. C -0.016
3. C -0.085
4. C -0.056


Formula: C5H11NOSi
Source: the Open Molecules 2025 dataset
Level of theory: ωB97M-V/def2-TZVPD

Values from the calculation:
SMILES string: C=C[Si](C)(C)C(N)=O

The geometry in ORCA input format:
```
! wB97M-V def2-TZVPD RIJCOSX def2/J DEFGRID3
* xyz 0 1
C 0.39 2.34 -0.95
C -0.27 1.59 -0.13
C 0.93 -1.18 -1.14
C -1.53 -1.38 0.42
C 1.28 -0.63 1.80
N 0.54 -0.64 -2.39
O 1.91 -1.88 -1.08
Si 0.07 -0.22 0.33
H 0.03 3.32 -1.09
H 1.10 1.78 -1.56
H -1.21 2.17 0.27
H -1.26 -2.37 -0.01
H -1.77 -1.51 1.48
H -2.31 -1.01 -0.25
H 1.21 -1.62 1.98
H 2.40 -0.46 1.46
H 1.08 -0.13 2.63
H 1.21 -0.72 -3.13
H -0.41 -0.59 -2.63
*
```

Atom charges from the Löwdin analysis, given in e for atoms 1 to 4:
1. C -0.086
2. C -0.267
3. C -0.558
4. C -0.182


What did we get for ΔE to the lowest compared entry with this formula, charge and spin? Answer: 125.2, 50.0, 95.4, 40.3 kcal/mol, in the order shown.